(1)
DFT (ωB97M-V with the def2-TZVPD basis set) results for C42H90ClINO27PSSi2 as an isolated structure.

Each line ends with the Mulliken charge.
Cartesian coordinates (Å):
C: 4.653 1.853 -0.939  -0.78
C: 5.271 0.771 -0.060  -0.48
O: 4.261 -0.089 0.507  -0.41
P: 4.072 -1.518 -0.172  0.59
O: 5.183 -2.451 0.051  -0.69
C: 2.493 -2.016 0.497  -0.46
C: 1.307 -1.215 -0.089  -0.15
C: 0.339 -0.638 0.979  -0.85
Si: -1.459 -1.083 0.652  0.41
O: -1.683 -1.518 -0.935  -0.11
Si: -2.491 -0.588 -2.039  -0.31
N: -1.919 -1.141 -3.593  -0.70
C: -2.115 1.241 -1.840  -0.65
C: -0.600 1.559 -1.810  0.23
C: -0.053 2.259 -3.050  -1.30
C: -0.785 3.550 -3.393  -0.46
S: -0.617 3.974 -5.109  1.08
O: -1.185 5.253 -5.370  -0.57
O: -1.012 2.874 -5.925  -0.55
Cl: 1.411 4.138 -5.297  -0.23
C: -4.352 -0.818 -1.975  -0.43
I: -4.928 -2.716 -2.791  0.11
C: -4.977 -0.600 -0.600  -0.35
C: -6.496 -0.464 -0.611  -1.39
O: 3.822 -1.165 -1.709  -0.23
C: 4.377 -2.068 -2.695  -0.44
C: 3.563 -3.348 -2.834  -0.93
H: 5.238 1.990 -1.845  0.31
H: 3.658 1.539 -1.247  -0.04
H: 4.573 2.802 -0.418  0.34
H: 5.827 1.198 0.768  0.53
H: 5.975 0.173 -0.637  0.30
H: 2.561 -1.891 1.575  0.46
H: 2.412 -3.078 0.271  0.19
H: 0.789 -1.840 -0.812  0.55
H: 1.704 -0.375 -0.656  -0.09
H: 0.473 0.440 1.036  0.39
H: 0.588 -1.063 1.951  0.75
H: -1.810 -2.249 1.487  -0.34
H: -2.302 0.081 1.006  -0.18
H: -2.407 -0.697 -4.364  0.28
H: -0.942 -0.881 -3.696  0.19
H: -2.586 1.625 -0.934  0.42
H: -2.630 1.735 -2.665  0.55
H: -0.044 0.624 -1.714  -0.48
H: -0.366 2.127 -0.911  0.57
H: -0.047 1.581 -3.902  0.39
H: 0.991 2.512 -2.865  0.69
H: -0.382 4.408 -2.856  0.40
H: -1.857 3.523 -3.215  0.29
H: -4.765 -0.085 -2.672  0.47
H: -4.715 -1.452 0.030  0.25
H: -4.522 0.279 -0.138  0.25
H: -6.846 0.181 -1.413  0.33
H: -6.969 -1.439 -0.672  0.34
H: -6.824 -0.018 0.328  0.39
H: 5.415 -2.273 -2.454  0.34
H: 4.352 -1.510 -3.627  0.43
H: 4.051 -4.196 -2.363  0.29
H: 2.570 -3.214 -2.411  0.14
H: 3.430 -3.584 -3.888  0.37
C: -4.913 -1.140 7.015  -1.10
C: -4.709 -1.907 5.727  -0.23
O: -3.370 -1.761 5.225  -0.30
C: -2.454 -2.516 5.825  0.74
O: -2.651 -3.313 6.703  -0.56
O: -1.274 -2.254 5.263  -0.25
C: -0.176 -2.985 5.818  -0.75
H: -4.639 -0.093 6.882  0.29
H: -5.958 -1.193 7.319  0.36
H: -4.301 -1.553 7.816  0.31
H: -5.345 -1.510 4.938  0.30
H: -4.937 -2.965 5.850  0.31
H: -0.375 -4.054 5.814  0.34
H: 0.041 -2.645 6.829  0.35
H: 0.677 -2.772 5.180  0.18
C: -5.209 7.137 1.628  -1.09
C: -3.979 6.264 1.514  -0.28
O: -3.809 5.754 0.181  -0.31
C: -3.293 6.614 -0.695  0.76
O: -2.930 7.736 -0.462  -0.57
O: -3.223 6.004 -1.878  -0.33
C: -2.704 6.813 -2.942  -0.64
H: -6.092 6.599 1.279  0.30
H: -5.367 7.431 2.666  0.40
H: -5.104 8.039 1.028  0.31
H: -4.077 5.379 2.139  0.29
H: -3.080 6.798 1.817  0.32
H: -1.742 7.243 -2.671  0.33
H: -3.405 7.605 -3.196  0.39
H: -2.568 6.156 -3.792  0.12
C: 0.868 -9.756 2.237  -1.09
C: -0.127 -9.180 3.220  -0.18
O: 0.255 -7.866 3.658  -0.38
C: -0.011 -6.883 2.805  0.69
O: -0.562 -6.989 1.742  -0.56
O: 0.422 -5.742 3.343  -0.31
C: 0.224 -4.592 2.521  -0.40
H: 1.872 -9.744 2.662  0.29
H: 0.603 -10.786 1.997  0.35
H: 0.882 -9.181 1.313  0.31
H: -0.158 -9.776 4.129  0.29
H: -1.131 -9.145 2.799  0.32
H: -0.815 -4.507 2.211  0.36
H: 0.872 -4.637 1.646  0.30
H: 0.489 -3.727 3.122  -0.03
C: 7.710 -2.059 1.913  -1.14
C: 9.204 -1.878 2.050  -0.23
O: 9.538 -0.660 2.746  -0.21
C: 9.425 -0.708 4.069  0.72
O: 9.112 -1.663 4.728  -0.56
O: 9.749 0.495 4.552  -0.33
C: 9.647 0.604 5.973  -0.68
H: 7.261 -1.187 1.442  0.19
H: 7.483 -2.927 1.298  0.42
H: 7.241 -2.197 2.887  0.32
H: 9.666 -1.771 1.070  0.28
H: 9.671 -2.723 2.555  0.36
H: 10.217 -0.181 6.465  0.30
H: 8.605 0.552 6.283  0.29
H: 10.059 1.576 6.230  0.22
C: -11.216 10.999 3.371  -1.09
C: -10.162 9.927 3.534  -0.19
O: -9.927 9.217 2.307  -0.36
C: -9.156 9.848 1.425  0.78
O: -8.623 10.914 1.580  -0.55
O: -9.057 9.080 0.341  -0.34
C: -8.275 9.646 -0.713  -0.63
H: -12.133 10.572 2.966  0.29
H: -11.439 11.454 4.336  0.35
H: -10.876 11.781 2.693  0.31
H: -10.495 9.164 4.235  0.29
H: -9.223 10.341 3.900  0.31
H: -7.293 9.944 -0.353  0.29
H: -8.784 10.503 -1.150  0.30
H: -8.166 8.869 -1.464  0.23
C: -8.170 -5.874 -8.515  -1.09
C: -6.816 -5.253 -8.252  -0.20
O: -6.585 -5.049 -6.850  -0.32
C: -6.223 -6.134 -6.170  0.71
O: -6.046 -7.234 -6.625  -0.56
O: -6.069 -5.788 -4.893  -0.21
C: -5.716 -6.869 -4.025  -0.66
H: -8.958 -5.277 -8.054  0.29
H: -8.356 -5.928 -9.587  0.36
H: -8.224 -6.882 -8.105  0.31
H: -6.759 -4.258 -8.689  0.29
H: -6.011 -5.857 -8.670  0.31
H: -4.844 -7.399 -4.401  0.33
H: -6.552 -7.559 -3.922  0.30
H: -5.489 -6.419 -3.063  0.17
C: 11.749 0.587 0.681  -0.97
C: 12.826 -0.472 0.724  -0.23
O: 12.960 -1.153 -0.535  -0.36
C: 13.646 -0.499 -1.466  0.77
O: 14.185 0.569 -1.338  -0.56
O: 13.656 -1.244 -2.572  -0.34
C: 14.342 -0.649 -3.677  -0.64
H: 10.806 0.156 0.347  0.17
H: 11.600 1.011 1.673  0.27
H: 12.014 1.391 -0.005  0.41
H: 12.563 -1.254 1.435  0.29
H: 13.788 -0.055 1.018  0.39
H: 15.350 -0.355 -3.395  0.30
H: 13.793 0.218 -4.040  0.29
H: 14.380 -1.411 -4.450  0.22

Net charge: 0
2S+1: 1

=====

(2)
DFT (ωB97M-V with the def2-TZVPD basis set) results for a 15-piece molecular cluster, C42H93N3O48S12 overall.

Each line ends with the Mulliken charge.
Cartesian coordinates (Å):
C: 2.863 -5.235 7.002  -1.29
C: 3.775 -5.205 5.764  -0.33
N: 4.179 -3.861 5.290  0.13
C: 3.026 -2.967 4.993  -1.80
C: 1.921 -3.455 4.022  0.66
C: 5.140 -4.034 4.226  -0.23
C: 5.785 -2.741 3.769  -0.91
H: 1.919 -4.767 6.722  0.20
H: 3.286 -4.512 7.700  0.34
H: 2.821 -6.175 7.553  0.40
H: 4.699 -5.693 6.072  0.45
H: 3.311 -5.771 4.957  0.32
H: 2.496 -2.749 5.920  0.49
H: 3.442 -1.983 4.776  0.39
H: 1.394 -2.554 3.709  -0.30
H: 2.236 -3.937 3.097  -0.03
H: 1.165 -3.999 4.588  0.26
H: 4.494 -4.402 3.429  0.10
H: 5.838 -4.817 4.525  0.47
H: 6.539 -2.916 3.002  0.43
H: 6.315 -2.231 4.574  0.28
H: 4.953 -2.187 3.334  -0.06
C: 0.196 -0.324 -8.051  -1.52
C: -1.238 -0.205 -7.513  -0.64
N: -1.331 0.603 -6.354  1.62
C: -2.747 0.753 -5.965  -0.38
C: -3.577 -0.571 -5.793  -0.97
C: -0.800 1.970 -6.410  -0.84
C: -0.754 2.656 -5.014  -1.11
H: 0.411 0.540 -8.680  0.41
H: 0.268 -1.229 -8.653  0.47
H: 0.965 -0.487 -7.296  0.03
H: -1.884 -0.016 -8.371  0.36
H: -1.557 -1.217 -7.266  0.26
H: -2.721 1.316 -5.032  -0.23
H: -3.129 1.435 -6.724  0.37
H: -4.543 -0.434 -5.308  0.25
H: -3.795 -0.991 -6.775  0.48
H: -3.003 -1.194 -5.107  0.03
H: -1.191 2.597 -7.212  0.31
H: 0.234 1.769 -6.689  0.23
H: -1.729 3.057 -4.737  0.57
H: -0.115 3.529 -5.143  0.63
H: -0.298 1.983 -4.288  -0.26
C: 1.096 -2.242 0.626  -0.30
C: 1.285 -0.745 1.041  -0.48
N: 0.200 0.151 0.797  1.14
C: -0.238 0.356 -0.594  0.23
C: 0.934 0.577 -1.546  -0.22
C: -0.932 -0.423 1.581  -0.34
C: -2.024 0.674 1.602  -0.06
H: 1.187 -2.147 -0.456  -0.23
H: 0.190 -2.768 0.928  -0.45
H: 1.922 -2.912 0.866  0.63
H: 1.548 -0.847 2.093  0.57
H: 2.223 -0.399 0.605  -0.07
H: -0.761 -0.469 -1.077  -0.33
H: -0.898 1.222 -0.639  0.44
H: 1.484 1.503 -1.382  -0.22
H: 1.678 -0.218 -1.601  0.31
H: 0.526 0.782 -2.536  -0.57
H: -0.700 -0.734 2.600  0.49
H: -1.300 -1.239 0.958  0.25
H: -2.889 0.476 2.235  0.03
H: -2.354 0.889 0.586  -0.28
H: -1.576 1.619 1.912  -0.35
C: 2.572 2.941 1.968  0.30
C: 1.061 3.213 1.824  1.41
O: 0.769 4.489 2.345  -0.04
S: 2.126 5.116 3.120  1.13
O: 1.804 5.657 4.451  -0.59
O: 2.944 6.007 2.280  -0.61
O: 2.928 3.654 3.184  -0.38
H: 3.200 3.316 1.159  -0.04
H: 2.783 1.876 2.059  0.14
H: 0.464 2.528 2.426  -0.81
H: 0.762 3.215 0.776  -0.80
C: 3.106 -6.408 -1.752  -0.38
C: 3.017 -5.073 -0.922  -0.43
O: 1.785 -4.485 -1.328  -0.08
S: 0.671 -5.611 -1.729  0.98
O: -0.004 -5.218 -3.002  -0.50
O: -0.228 -5.936 -0.609  -0.49
O: 1.749 -6.829 -1.870  -0.34
H: 3.628 -7.173 -1.178  0.35
H: 3.526 -6.249 -2.745  0.28
H: 3.824 -4.440 -1.291  0.31
H: 3.016 -5.272 0.149  0.30
C: 2.468 5.543 -1.101  -0.27
C: 2.899 4.512 -2.131  -0.20
O: 1.739 3.806 -2.434  0.10
S: 0.355 4.675 -2.140  0.86
O: -0.825 3.885 -1.703  -0.16
O: 0.042 5.677 -3.148  -0.59
O: 1.176 5.276 -0.792  -0.29
H: 2.515 6.568 -1.467  0.26
H: 3.145 5.322 -0.275  0.20
H: 3.598 3.837 -1.637  -0.06
H: 3.300 4.807 -3.100  0.35
C: -0.468 1.157 5.362  0.52
C: 0.028 2.319 6.156  -0.36
O: 1.435 2.392 5.921  -0.34
S: 2.011 0.866 6.081  0.93
O: 1.886 0.348 7.465  -0.59
O: 3.284 0.616 5.327  -0.48
O: 0.710 0.352 5.151  -0.06
H: -0.860 1.307 4.356  -0.49
H: -1.145 0.572 5.984  0.29
H: -0.201 2.091 7.197  0.41
H: -0.528 3.226 5.918  0.28
C: -3.799 4.324 1.002  0.15
C: -2.474 5.016 0.748  0.34
O: -2.036 5.596 1.913  -0.28
S: -2.851 5.127 3.197  1.02
O: -3.883 6.051 3.602  -0.66
O: -1.943 4.596 4.260  -0.40
O: -3.627 3.949 2.343  0.21
H: -3.922 3.515 0.283  -0.28
H: -4.558 5.065 0.750  0.19
H: -2.485 5.709 -0.093  0.40
H: -1.644 4.317 0.649  -0.56
C: -4.750 0.349 4.273  0.15
C: -5.503 0.066 5.613  -0.44
O: -5.651 1.346 6.154  -0.49
S: -4.339 2.352 5.803  1.18
O: -3.231 2.128 6.731  -0.61
O: -4.747 3.745 5.712  -0.59
O: -4.043 1.663 4.351  0.30
H: -5.422 0.281 3.417  -0.10
H: -3.988 -0.428 4.211  -0.02
H: -4.833 -0.469 6.285  0.36
H: -6.461 -0.433 5.468  0.33
C: -4.671 0.736 -2.934  0.12
C: -5.882 -0.170 -2.806  -0.61
O: -5.427 -1.392 -2.353  -0.38
S: -3.831 -1.450 -2.004  0.65
O: -3.212 -2.646 -2.612  -0.63
O: -3.752 -1.383 -0.560  -0.32
O: -3.466 0.003 -2.693  -0.01
H: -4.770 1.528 -2.192  -0.08
H: -4.698 1.103 -3.961  0.39
H: -6.354 -0.478 -3.739  0.33
H: -6.673 0.210 -2.159  0.23
C: -0.767 -3.044 -4.965  -0.12
C: -0.080 -2.203 -3.844  1.33
O: 1.201 -1.999 -4.348  -0.18
S: 1.865 -3.232 -5.317  1.06
O: 2.346 -4.318 -4.500  -0.45
O: 2.628 -2.731 -6.508  -0.57
O: 0.270 -3.622 -5.777  -0.57
H: -1.374 -2.544 -5.720  -0.15
H: -1.424 -3.811 -4.557  0.41
H: 0.061 -2.836 -2.968  -0.54
H: -0.595 -1.278 -3.583  -0.19
C: 7.755 1.222 -0.920  -0.39
C: 7.826 -0.269 -0.768  -0.39
O: 6.459 -0.662 -0.907  -0.38
S: 5.340 0.478 -0.484  0.90
O: 4.653 0.087 0.756  -0.49
O: 4.544 0.861 -1.652  -0.36
O: 6.565 1.583 -0.219  -0.29
H: 7.708 1.538 -1.962  0.28
H: 8.679 1.660 -0.543  0.35
H: 8.248 -0.562 0.193  0.28
H: 8.497 -0.717 -1.501  0.35
C: -2.406 -5.387 1.510  -0.28
C: -1.218 -5.274 2.511  -0.01
O: -1.510 -4.144 3.309  -0.19
S: -2.991 -3.483 3.025  1.03
O: -2.935 -2.296 2.149  -0.28
O: -3.758 -3.350 4.286  -0.67
O: -3.526 -4.837 2.232  -0.50
H: -2.808 -6.365 1.245  0.37
H: -2.320 -4.784 0.606  0.12
H: -0.300 -5.194 1.928  0.00
H: -1.019 -6.137 3.146  0.42
C: 3.476 0.075 -5.734  0.26
C: 2.829 0.773 -4.598  1.10
O: 3.084 2.202 -4.706  -0.17
S: 3.816 2.463 -6.240  1.07
O: 4.926 3.425 -6.185  -0.60
O: 2.823 2.693 -7.241  -0.55
O: 4.387 0.931 -6.296  -0.45
H: 2.804 -0.145 -6.563  -0.11
H: 4.033 -0.814 -5.438  0.31
H: 3.243 0.474 -3.634  -0.19
H: 1.757 0.583 -4.651  -0.71
C: -7.131 4.107 1.197  -0.65
C: -7.067 3.604 2.663  -0.17
O: -6.525 2.265 2.515  -0.29
S: -6.464 1.731 0.917  0.79
O: -7.750 1.259 0.553  -0.60
O: -5.214 0.947 0.680  -0.01
O: -6.260 3.279 0.439  -0.31
H: -6.786 5.140 1.168  0.39
H: -8.159 4.101 0.835  0.31
H: -8.071 3.463 3.065  0.37
H: -6.361 4.239 3.198  0.12

Net charge: 0
2S+1: 1

=====

Calculated E_HOMO, -0.3305; -0.2965 Ha (same order as the records).
Calculated HOMO-LUMO gap, 0.3328; 0.2902 Eh (same order as the records).
Calculated DFT total energy, -158296.702; -277815.957 eV (same order as the records).